Entry 1:
Formula: C5H4N2OS
Source: the OMol25 dataset
Level of theory: ωB97M-V with the def2-TZVPD basis set

Element x y z (Å)
C1 -0.24 -1.15 -2.05
C2 -0.87 -1.30 0.41
C3 -0.08 -0.17 -0.12
C4 -1.29 -1.13 1.65
C5 1.03 1.82 0.57
N1 0.21 -0.16 -1.43
N2 0.14 0.68 0.79
O1 -1.63 -0.91 2.74
S1 -1.03 -2.39 -1.00
H1 0.08 -1.45 -3.03
H2 0.75 2.19 -0.36
H3 0.81 2.51 1.40
H4 2.10 1.46 0.43

E_LUMO (alpha / beta), hartree: -0.0065 / -0.0065
HOMO-LUMO gap (alpha / beta), eV: 7.897 / 7.898
Structure (SMILES): C/N=C1\N=CSC1=C=O
HOMO energy (alpha / beta), hartree: -0.297 / -0.297
Net charge: 0

Entry 2:
Formula: C14H20MoN4O2S
Source: the OMol25 dataset
Level of theory: ωB97M-V with the def2-TZVPD basis set

Element x y z (Å)
Mo1 -0.67 0.64 -1.36
N1 0.05 -0.20 2.10
C1 -0.98 0.82 2.52
C2 -2.37 0.55 1.90
C3 -2.89 1.46 0.76
N2 -2.70 0.84 -0.60
C4 -2.32 2.87 0.79
C5 -0.82 2.94 1.03
N3 -0.07 2.42 -0.15
C6 -0.45 2.24 2.33
H1 -0.24 -1.15 2.35
H2 0.95 -0.03 2.56
H3 0.27 -0.20 1.08
H4 -1.07 0.64 3.59
H5 -3.08 0.68 2.72
H6 -2.47 -0.50 1.62
H7 -3.97 1.53 0.90
H8 -3.21 1.42 -1.28
H9 -3.17 -0.06 -0.64
H10 -2.81 3.42 1.60
H11 -2.59 3.40 -0.13
H12 -0.55 3.99 1.15
H13 0.92 2.35 0.10
H14 -0.08 3.13 -0.88
H15 -0.87 2.85 3.13
H16 0.63 2.27 2.49
S1 -0.35 1.77 -3.10
O1 -0.67 -1.38 -2.30
C7 0.44 -1.58 -1.78
N4 0.80 -0.69 -0.78
C8 2.10 -1.00 -0.34
O2 2.61 -0.43 0.60
C9 2.56 -2.15 -1.16
C10 3.76 -2.83 -1.14
C11 3.90 -3.88 -2.04
C12 2.88 -4.24 -2.92
C13 1.67 -3.55 -2.93
C14 1.53 -2.51 -2.04
H17 4.56 -2.55 -0.47
H18 4.83 -4.44 -2.07
H19 3.03 -5.06 -3.60
H20 0.87 -3.83 -3.61

E_LUMO (alpha / beta), hartree: -0.2597 / -0.2499
Spin multiplicity: 3
<S²>: 2.023
HOMO-LUMO gap (alpha / beta), eV: 6.810 / 8.712
HOMO energy (alpha / beta), hartree: -0.510 / -0.570
Net charge: +2

Entry 3:
Formula: C8H28N6O6
Source: the OMol25 dataset
Level of theory: ωB97M-V with the def2-TZVPD basis set

Element x y z (Å)
C1 10.56 -21.99 9.86
C2 11.17 -21.77 8.50
O1 11.74 -20.51 8.54
H1 9.75 -21.30 9.96
H2 11.22 -21.76 10.75
H3 10.23 -23.02 10.06
H4 10.44 -21.83 7.75
H5 11.88 -22.53 8.35
H6 12.41 -20.39 7.87
C3 10.59 -22.71 4.34
C4 9.77 -23.13 3.07
O2 8.52 -22.45 3.05
H7 11.60 -23.10 4.36
H8 10.03 -22.84 5.24
H9 10.84 -21.68 4.28
H10 9.66 -24.19 3.20
H11 10.41 -22.89 2.22
H12 8.66 -21.55 2.79
C5 10.86 -17.73 10.47
O3 10.16 -16.67 11.07
N1 12.12 -17.93 10.44
N2 10.25 -18.70 9.95
H13 12.70 -17.39 11.08
H14 12.45 -18.84 10.11
H15 9.19 -18.60 9.88
H16 10.69 -19.54 9.49
C6 13.64 -18.03 7.32
O4 14.21 -19.18 7.84
N3 14.05 -17.55 6.19
N4 12.60 -17.42 7.85
H17 14.71 -18.11 5.66
H18 13.50 -16.88 5.60
H19 12.34 -17.60 8.85
H20 12.01 -16.66 7.40
C7 7.80 -21.06 7.24
O5 8.15 -20.03 8.06
N5 6.87 -21.93 7.53
N6 8.30 -21.30 6.05
H21 6.60 -21.96 8.57
H22 6.59 -22.76 7.00
H23 9.04 -20.66 5.69
H24 8.09 -22.18 5.59
C8 10.66 -19.01 5.76
O6 9.55 -19.34 4.91
H25 11.09 -18.02 5.54
H26 11.50 -19.66 5.67
H27 10.40 -19.01 6.82
H28 9.10 -18.48 4.83

E_LUMO, hartree: 0.0041
HOMO-LUMO gap, eV: 8.690
Structure (SMILES): NC(N)=O.NC(N)=O.NC(N)=O.CCO.CCO.CO
HOMO energy, hartree: -0.315
Net charge: 0